Density functional theory data (the ωB97M-V functional and the def2-TZVPD basis) for a structure of composition C42H35AsF6N9O2S2W.

ORCA input file:
```
! wB97M-V def2-TZVPD RIJCOSX def2/J DEFGRID3
* xyz 2 4
W -1.171 -0.267 -0.054
As -2.102 2.666 -2.413
S 0.286 1.803 1.015
S 0.855 -1.271 1.754
F -2.994 3.724 -3.373
F -1.044 1.410 -1.292
F -2.766 1.218 -3.067
F -3.245 2.581 -1.131
F -1.234 3.858 -1.548
F -0.770 2.514 -3.493
O -3.172 -0.238 -0.611
O -2.262 0.782 1.358
N -1.457 -1.681 -1.601
N -2.748 -3.412 -0.492
N -0.381 -0.554 -3.434
N 1.995 2.348 2.880
N -3.569 0.867 1.270
N 2.838 -0.281 3.188
N 0.859 -0.264 -1.433
N -1.976 -1.924 1.261
N -4.002 0.320 0.248
C 4.676 -1.755 2.514
C -2.292 -2.835 -1.515
C -2.582 -2.510 3.518
C 4.561 -1.941 1.138
C 2.023 0.149 -0.979
C -7.114 0.133 -1.710
C -3.269 -4.559 -4.750
C 1.727 4.608 0.139
C -3.191 -3.940 1.728
C 4.407 4.004 -0.254
C -5.407 0.292 -0.069
C -1.170 -1.494 -2.892
C 2.321 4.862 -1.088
C 3.676 0.813 3.699
C 1.758 -0.051 2.466
C -3.183 -3.682 3.081
C 1.379 1.401 2.200
C -1.829 -2.641 -5.111
C -2.601 -3.047 0.836
C 5.696 -2.019 0.347
C 6.956 -1.917 0.926
C -8.066 0.279 -0.710
C 2.827 2.006 4.033
C 1.818 3.760 2.508
C 2.649 1.303 -3.001
C -5.764 0.139 -1.397
C -2.522 -3.322 -2.885
C 7.076 -1.747 2.296
C -7.676 0.435 0.615
C 2.961 0.903 -1.721
C 0.611 -0.005 -2.768
C -1.999 -1.678 2.591
C 5.937 -1.665 3.089
C -2.572 -3.705 -5.606
C 1.463 0.839 -3.536
C 3.434 -1.627 3.360
C -1.824 -2.476 -3.736
C -6.333 0.442 0.951
C -3.256 -4.383 -3.367
C 3.810 3.750 0.971
C 3.661 4.560 -1.286
C 2.468 4.054 1.175
H -2.616 -3.876 -6.672
H 4.131 4.776 -2.237
H -6.013 0.562 1.976
H 0.675 4.826 0.282
H -1.536 -0.760 2.911
H 3.309 1.938 -3.574
H 1.145 1.057 -4.545
H 4.184 0.454 4.592
H 3.579 -2.068 0.695
H 1.733 5.291 -1.888
H 3.457 2.858 4.271
H -5.006 0.058 -2.163
H 4.437 1.052 2.952
H 5.460 3.792 -0.396
H 5.604 -2.186 -0.719
H 3.882 1.197 -1.238
H 0.748 3.977 2.465
H -1.288 -1.969 -5.763
H 2.685 -2.367 3.097
H -7.421 0.027 -2.741
H 3.670 -1.732 4.418
H 8.054 -1.686 2.752
H 6.036 -1.545 4.162
H -8.419 0.550 1.391
H 2.255 4.355 3.308
H 2.188 1.803 4.897
H 7.842 -1.991 0.311
H -3.645 -4.368 3.777
H -3.659 -4.817 1.310
H 4.406 3.335 1.778
H 2.252 -0.102 0.042
H -3.799 -5.042 -2.704
H -9.117 0.276 -0.963
H -3.838 -5.375 -5.174
H -2.563 -2.234 4.562
*
```

Results
- <S²>: 3.794
- Energy above the lowest of the compared OMol25 structures with the same formula, charge and spin: 16.0 kcal/mol
- Energy: -162255.92397 eV